<a>
A cluster of 2 separate species, C9H14 in total, computed with wB97M-V/def2-TZVPD.

Structure (ORCA input):
```
! RIJCOSX wB97M-V def2-TZVPD def2/J DEFGRID3
* xyz -1 2
C 0.95 -1.97 -2.68
C 1.57 -0.62 -2.42
H -0.15 -1.97 -2.73
H 1.21 -2.62 -3.52
H 1.05 -2.61 -1.79
H 1.01 0.15 -2.96
H 2.56 -0.55 -2.85
H 1.45 -0.35 -1.38
C -0.57 1.89 -0.48
C -0.63 1.03 0.75
C 0.23 -0.06 0.90
C -1.50 1.46 1.76
C 0.16 -0.82 2.11
C -1.52 0.67 2.99
C -0.71 -0.40 3.13
H -1.32 2.69 -0.51
H -0.56 1.46 -1.48
H 0.79 -0.38 0.04
H -2.27 2.22 1.67
H 0.84 -1.66 2.16
H -2.33 0.93 3.67
H -0.65 -0.95 4.07
H 0.39 2.44 -0.46
*
```

Computed properties:
HOMO level (spin up / spin down): 0.94 / -3.31 eV
gap between HOMO and LUMO (spin up / spin down): 2.7268 / 6.9449 eV

=====

<b>
A cluster of 2 separate species, C9H14 in total, computed with wB97M-V/def2-TZVPD.

Structure (ORCA input):
```
! RIJCOSX wB97M-V def2-TZVPD def2/J DEFGRID3
* xyz -1 2
C 2.82 3.63 -1.11
C 2.46 2.21 -0.68
H 3.71 3.95 -0.57
H 2.99 3.66 -2.19
H 2.06 4.37 -0.87
H 2.12 2.15 0.34
H 3.36 1.59 -0.78
H 1.79 1.73 -1.38
C -0.86 -3.48 1.51
C -1.97 0.21 -0.49
C -2.77 -0.32 0.50
C -0.74 -0.38 -0.81
C -2.34 -1.46 1.25
C -0.43 -1.66 -0.21
C -1.19 -2.16 0.81
H -2.31 1.13 -0.99
H -3.69 0.19 0.77
H -0.06 -0.03 -1.58
H -2.90 -1.79 2.11
H 0.43 -2.19 -0.62
H -1.56 -4.22 1.13
H -1.07 -3.35 2.57
H 0.17 -3.78 1.32
*
```

Computed properties:
HOMO level (spin up / spin down): 0.98 / -3.37 eV
gap between HOMO and LUMO (spin up / spin down): 2.5132 / 6.7919 eV

=====

<c>
A cluster of 2 separate species, C9H14 in total, computed with wB97M-V/def2-TZVPD.

Structure (ORCA input):
```
! RIJCOSX wB97M-V def2-TZVPD def2/J DEFGRID3
* xyz -1 2
C 3.66 -1.02 -0.27
C 4.06 -1.90 -1.47
H 3.21 -0.11 -0.65
H 2.98 -1.52 0.41
H 4.55 -0.66 0.23
H 3.31 -1.81 -2.25
H 4.14 -2.95 -1.19
H 5.01 -1.54 -1.85
C -3.12 1.57 1.64
C -0.08 -0.38 -0.73
C -0.98 0.49 -1.36
C -0.13 -0.57 0.64
C -1.92 1.19 -0.56
C -1.08 0.12 1.43
C -2.05 0.97 0.78
H 0.60 -0.89 -1.41
H -0.99 0.63 -2.43
H 0.61 -1.24 1.08
H -2.59 1.91 -1.03
H -0.88 0.04 2.50
H -3.40 0.87 2.43
H -3.97 1.92 1.07
H -2.68 2.34 2.32
*
```

Computed properties:
HOMO level (spin up / spin down): 1.08 / -3.36 eV
gap between HOMO and LUMO (spin up / spin down): 2.6104 / 6.9135 eV

=====

<d>
A cluster of 2 separate species, C9H14 in total, computed with wB97M-V/def2-TZVPD.

Structure (ORCA input):
```
! RIJCOSX wB97M-V def2-TZVPD def2/J DEFGRID3
* xyz -1 2
C -1.46 1.59 -0.78
C 1.55 -1.25 -2.04
C 0.77 -0.55 -3.02
C 1.31 -1.01 -0.69
C -0.25 0.31 -2.62
C 0.29 -0.15 -0.28
C -0.52 0.53 -1.27
H 2.30 -1.95 -2.39
H 0.95 -0.69 -4.06
H 2.02 -1.46 0.00
H -0.92 0.82 -3.31
H 0.13 -0.05 0.78
H -2.26 1.18 -0.17
H -1.98 2.08 -1.61
H -0.94 2.37 -0.19
C -0.21 -0.42 3.61
C -0.86 0.50 4.65
H 0.49 -1.04 4.17
H -0.93 -1.17 3.25
H 0.24 0.15 2.81
H -1.48 1.30 4.24
H -0.05 1.02 5.20
H -1.44 -0.01 5.42
*
```

Computed properties:
HOMO level (spin up / spin down): 1.12 / -3.76 eV
gap between HOMO and LUMO (spin up / spin down): 2.5236 / 7.2500 eV

=====

Most stable pick: <b>. Distance to second place: 0.070 eV.

=====

<a>
A cluster of 2 separate species, C9H14 in total, computed with wB97M-V/def2-TZVPD.

Structure (ORCA input):
```
! RIJCOSX wB97M-V def2-TZVPD def2/J DEFGRID3
* xyz -1 2
C -1.98 -1.00 -2.71
C -0.93 -2.02 -3.10
H -2.61 -0.67 -3.55
H -2.70 -1.29 -1.96
H -1.49 -0.11 -2.30
H -1.09 -2.54 -4.05
H -0.89 -2.81 -2.35
H 0.07 -1.58 -3.09
C 1.67 2.28 -0.15
C 0.27 -1.17 0.82
C 1.01 -0.12 0.16
C -0.40 -0.82 2.00
C 0.98 1.19 0.61
C -0.40 0.46 2.49
C 0.27 1.53 1.77
H 0.23 -2.19 0.45
H 1.68 -0.38 -0.66
H -0.93 -1.60 2.54
H -0.87 0.66 3.45
H 1.80 3.18 0.45
H 1.17 2.56 -1.08
H 0.22 2.53 2.19
H 2.69 1.97 -0.42
*
```

Computed properties:
HOMO level (spin up / spin down): 0.94 / -3.25 eV
gap between HOMO and LUMO (spin up / spin down): 2.8738 / 7.0254 eV

=====

<b>
A cluster of 2 separate species, C9H14 in total, computed with wB97M-V/def2-TZVPD.

Structure (ORCA input):
```
! RIJCOSX wB97M-V def2-TZVPD def2/J DEFGRID3
* xyz -1 2
C -3.81 1.11 -1.47
C -2.70 0.08 -1.42
H -3.75 1.87 -0.79
H -3.80 1.62 -2.51
H -4.74 0.52 -1.28
H -1.72 0.33 -0.87
H -2.38 -0.25 -2.37
H -2.91 -0.87 -0.74
C 2.74 1.66 1.18
C 2.68 -0.69 0.23
C 2.03 0.41 0.83
C 2.13 -1.95 0.08
C 0.68 0.12 1.16
C 0.81 -2.09 0.41
C 0.07 -1.06 0.95
H 3.67 -0.71 -0.20
H 2.53 -2.80 -0.44
H 2.89 1.93 2.29
H 2.14 2.54 1.13
H 0.15 0.98 1.63
H 0.37 -3.06 0.08
H -0.87 -1.36 1.25
H 3.80 1.65 0.88
*
```

Computed properties:
HOMO level (spin up / spin down): 1.23 / -5.28 eV
gap between HOMO and LUMO (spin up / spin down): 2.2808 / 8.7300 eV

=====

Most stable pick: <a>. Distance to second place: 1.550 eV.

=====

<a>
A cluster of 2 separate species, CH3NO4 in total, computed with wB97M-V/def2-TZVPD.

Structure (ORCA input):
```
! RIJCOSX wB97M-V def2-TZVPD def2/J DEFGRID3
* xyz 0 1
C 1.68 0.01 -0.04
N -2.12 0.09 -0.02
O -2.28 -1.08 -0.08
O -2.95 0.95 0.03
O 0.51 -0.73 0.00
O -0.91 0.58 -0.02
H 2.01 0.45 0.97
H 1.64 0.65 -1.01
H 2.41 -0.92 0.17
*
```

Computed properties:
HOMO level (spin up / spin down): -10.89 / -10.90 eV
gap between HOMO and LUMO (spin up / spin down): 7.7793 / 7.8044 eV

=====

<b>
A cluster of 2 separate species, CH3NO4 in total, computed with wB97M-V/def2-TZVPD.

Structure (ORCA input):
```
! RIJCOSX wB97M-V def2-TZVPD def2/J DEFGRID3
* xyz 0 1
C 1.14 0.34 0.45
N -0.03 0.71 0.14
O 2.25 0.29 0.68
O -0.17 2.07 -0.18
O -1.05 -1.45 -0.34
O 0.24 -1.83 0.14
H -0.66 -0.17 -0.08
H -0.04 1.97 -1.13
H -1.68 -1.92 0.30
*
```

Computed properties:
HOMO level (spin up / spin down): -8.68 / -8.69 eV
gap between HOMO and LUMO (spin up / spin down): 8.6497 / 8.6505 eV

=====

Most stable pick: <b>. Distance to second place: 2.280 eV.

=====

<a>
A structure of composition C2H4N2O3, computed with wB97M-V/def2-TZVPD.

Structure (ORCA input):
```
! RIJCOSX wB97M-V def2-TZVPD def2/J DEFGRID3
* xyz 0 1
N 0.98 0.36 -0.36
N 0.03 1.15 -0.99
C 0.63 -0.42 0.66
C -1.52 0.27 -0.44
O 1.54 -1.31 1.07
O -0.60 -0.50 1.00
O -2.54 0.84 -0.25
H 1.15 -1.88 1.75
H 1.81 0.11 -0.89
H -0.10 2.00 -0.43
H -1.39 -0.60 -1.11
*
```

Computed properties:
HOMO level: -9.20 eV
gap between HOMO and LUMO: 9.5220 eV

=====

<b>
A structure of composition C2H4N2O3, computed with wB97M-V/def2-TZVPD.

Structure (ORCA input):
```
! RIJCOSX wB97M-V def2-TZVPD def2/J DEFGRID3
* xyz 0 1
C -0.74 0.48 0.07
O -1.23 0.36 -1.20
O -0.21 1.74 0.21
O -1.46 0.01 1.11
H -2.16 0.09 -1.12
H -0.17 1.92 1.16
N 1.59 -0.88 -0.41
C 0.49 -0.64 0.29
N -0.05 -1.08 1.34
H 1.71 -0.40 -1.29
H 2.23 -1.60 -0.14
*
```

Computed properties:
HOMO level: -9.65 eV
gap between HOMO and LUMO: 9.5255 eV

=====

<c>
The molecule C2H4N2O3, computed with wB97M-V/def2-TZVPD.

Structure (ORCA input):
```
! RIJCOSX wB97M-V def2-TZVPD def2/J DEFGRID3
* xyz 0 1
N -0.89 0.24 -0.66
C 0.73 -0.28 -0.19
C 0.02 0.81 0.62
O -1.85 -0.77 -0.53
O 0.59 -1.53 0.40
N 0.03 1.95 1.03
O 1.71 0.01 -0.88
H -1.42 -1.53 -0.09
H 1.38 -2.03 0.15
H -1.11 0.86 -1.44
H 0.81 2.28 1.60
*
```

Computed properties:
HOMO level: -9.62 eV
gap between HOMO and LUMO: 9.9277 eV

=====

Most stable pick: <a>. Distance to second place: 1.208 eV.